{"formula": "C18H8Cl6NO3PtS", "method": "ωB97M-V with the def2-TZVPD basis set", "species": ["Pt", "Cl", "C", "C", "C", "C", "O", "C", "C", "O", "C", "H", "H", "H", "H", "Cl", "C", "C", "C", "Cl", "C", "Cl", "C", "Cl", "C", "Cl", "O", "N", "C", "C", "C", "C", "C", "S", "H", "H", "H", "H"], "positions_angstrom": [[0.3722, 0.1110, 0.0456], [6.6804, 3.7884, -0.0563], [5.3552, 2.6749, -0.1827], [5.6234, 1.2929, -0.2246], [4.6116, 0.3831, -0.3305], [3.2531, 0.7948, -0.3949], [2.3488, -0.1150, -0.5361], [2.9991, 2.1926, -0.3403], [1.6942, 2.7401, -0.4094], [0.5999, 2.1481, -0.4043], [4.0715, 3.1157, -0.2464], [6.6519, 0.9600, -0.1713], [4.8137, -0.6784, -0.3686], [1.6256, 3.8317, -0.4835], [3.8525, 4.1760, -0.2249], [-0.2390, 0.0342, 3.3586], [-1.4383, 0.7862, 2.3629], [-1.2784, 0.8136, 0.9834], [-2.2625, 1.4524, 0.2273], [-2.1490, 1.4626, -1.5003], [-3.3671, 2.0500, 0.8258], [-4.5719, 2.8190, -0.1323], [-3.5069, 2.0143, 2.2129], [-4.8646, 2.7562, 2.9640], [-2.5410, 1.3781, 2.9833], [-2.7085, 1.3330, 4.6963], [-1.5726, -1.2626, -0.4802], [-1.7714, -2.1530, 0.4753], [-3.0463, -2.5100, 0.7482], [-3.3139, -3.4593, 1.6966], [-2.2502, -4.0350, 2.3949], [-0.9643, -3.6287, 2.1319], [-0.7153, -2.6560, 1.1617], [0.8280, -2.0233, 0.7611], [-3.7810, -1.9959, 0.1476], [-4.3382, -3.7388, 1.8913], [-2.4365, -4.7813, 3.1548], [-0.1214, -4.0271, 2.6781]], "spin_multiplicity": 2, "homo_energy_ev": [-8.434, -8.316], "e_tot_ha": -4249.7870, "lumo_ev": [-0.70, -2.02], "mol_weight_g_mol": 726.13}



{"formula": "C18H9Br2MoN3O9", "method": "ωB97M-V with the def2-TZVPD basis set", "species": ["Mo", "Br", "C", "C", "C", "Br", "C", "C", "C", "C", "N", "C", "C", "O", "H", "H", "H", "H", "O", "C", "O", "C", "C", "C", "C", "C", "C", "O", "N", "O", "O", "N", "O", "O", "H", "H", "C", "C", "O", "H", "H", "H"], "positions_angstrom": [[0.5732, 1.1782, -0.2045], [3.2982, 3.0216, 3.4791], [1.6106, 2.2752, 3.5545], [1.0035, 1.9708, 4.7958], [-0.2548, 1.4214, 4.8604], [-0.9996, 1.0437, 6.5202], [-0.9995, 1.1402, 3.6679], [-2.3108, 0.6353, 3.5939], [-2.9122, 0.4446, 2.3671], [-2.2132, 0.7182, 1.1960], [-0.9667, 1.1901, 1.2353], [-0.3787, 1.4316, 2.4518], [0.9054, 1.9998, 2.4072], [1.3321, 2.2230, 1.1272], [1.5481, 2.1795, 5.7060], [-2.8474, 0.4027, 4.5049], [-3.9208, 0.0650, 2.2933], [-2.6454, 0.5336, 0.2201], [1.6624, -2.4974, 1.2124], [1.2709, -1.7438, 0.3899], [1.0564, -0.4085, 0.7394], [1.0247, -2.1110, -1.0392], [1.3590, -3.4001, -1.4478], [1.1607, -3.7427, -2.7699], [0.6420, -2.8714, -3.7147], [0.3094, -1.5972, -3.3020], [0.4896, -1.2343, -1.9761], [0.1281, 0.0007, -1.5300], [-0.2438, -0.6462, -4.2924], [-0.1828, 0.5394, -4.0121], [-0.6991, -1.1145, -5.2962], [1.5238, -5.1136, -3.2104], [1.3763, -5.3573, -4.3813], [1.9161, -5.8637, -2.3526], [1.7692, -4.1155, -0.7463], [0.5038, -3.1820, -4.7428], [-1.2310, 3.6529, -1.9501], [-0.2395, 2.7616, -1.3591], [0.9463, 2.6021, -1.5905], [-1.4023, 3.2585, -2.9626], [-0.8038, 4.6546, -2.0542], [-2.1584, 3.6553, -1.3879]], "homo_energy_ev": [-15.264, -15.265], "e_tot_ha": -6748.1829, "lumo_ev": [-9.96, -9.96], "total_charge": 2, "mol_weight_g_mol": 667.03}



{"formula": "C18H9F7NRhS", "method": "ωB97M-V with the def2-TZVPD basis set", "species": ["Rh", "C", "C", "C", "C", "N", "C", "C", "C", "C", "C", "C", "C", "H", "H", "H", "H", "H", "H", "H", "H", "F", "C", "C", "F", "C", "F", "C", "S", "C", "F", "C", "F", "F", "C", "F", "H"], "positions_angstrom": [[0.2062, -0.0601, 0.1556], [4.4529, -0.6741, -0.0303], [4.9278, 0.6588, -0.1249], [4.0259, 1.6835, -0.1475], [2.6409, 1.4348, -0.0423], [2.2047, 0.1162, 0.0906], [3.1053, -0.8829, 0.0590], [1.6120, 2.4142, -0.0382], [1.8159, 3.8144, 0.0156], [0.7499, 4.6811, 0.0114], [-0.5688, 4.2162, -0.0278], [-0.8040, 2.8449, -0.0680], [0.2574, 1.9610, -0.0826], [5.1364, -1.5100, -0.0096], [5.9908, 0.8482, -0.1835], [4.3642, 2.7063, -0.2408], [2.7154, -1.8905, 0.1365], [2.8274, 4.1981, 0.0659], [0.9315, 5.7487, 0.0440], [-1.3988, 4.9105, -0.0400], [-1.8303, 2.4978, -0.1166], [-6.1355, -0.0108, 2.6718], [-4.8236, 0.0034, 2.6417], [-4.1560, 0.0263, 1.4237], [-4.8381, 0.0366, 0.2902], [-2.7820, 0.0434, 1.4129], [-2.1667, 0.0794, 0.2331], [-2.0142, 0.0360, 2.5858], [-0.2981, 0.0298, 2.5859], [-2.7249, 0.0191, 3.7989], [-2.0687, 0.0175, 4.9423], [-4.1027, -0.0020, 3.8296], [-4.7473, -0.0242, 4.9872], [-1.4235, -2.3980, -0.3132], [-0.0775, -2.0957, -0.2610], [0.4179, -2.7475, 0.8529], [0.3904, -2.5547, -1.1379]], "spin_multiplicity": 5, "homo_energy_ev": [-6.871, -7.969], "e_tot_ha": -1953.6779, "lumo_ev": [-0.55, -2.40], "mol_weight_g_mol": 507.24}



Q: Which maximum force values were calculated for the entries above? A: 0.007; 0.017; 0.078, in hartree/bohr.